No. 1
# C2H2Cl2S

A single C2H2Cl2S molecule at a distorted geometry (ωB97M-V/def2-TZVPD, the OMol25 dataset).

XYZ file:
```
7
Properties=species:S:1:pos:R:3:forces:R:3
S -1.941800 0.113429 0.115776 -0.6 -2.0 0.6
C -0.330255 -0.539102 0.110168 -1.1 1.2 -0.7
C 0.859166 0.007092 0.083999 0.2 1.4 0.1
Cl 2.161654 -1.060772 0.155649 1.4 -0.4 -0.2
Cl 1.231924 1.706234 -0.052428 -0.3 -0.6 0.3
H -1.696696 1.311979 -0.221225 0.6 2.2 -0.5
H -0.283992 -1.538861 -0.191936 -0.4 -1.7 0.4
```
Forces are in eV/Å.

The charge is 0. The HOMO-LUMO gap is 9.55 eV.

The Mulliken scheme yields these atomic charges, measured in e:
1 S -0.1380
2 C -0.4661
3 C 0.5692
4 Cl -0.1733
5 Cl -0.1792
6 H 0.0949
7 H 0.2926



No. 2
# C2H2Cl2S

A molecular structure, C2H2Cl2S at a distorted geometry (ωB97M-V/def2-TZVPD, the OMol25 dataset).

XYZ file:
```
7
Properties=species:S:1:pos:R:3:forces:R:3
C -0.089182 1.063230 1.170287 0.9 1.4 1.3
C 0.997942 0.818798 0.102986 -3.0 -0.3 -4.5
S -1.629182 0.790188 0.865971 -0.1 -0.1 0.0
Cl 2.410451 1.776093 0.110013 0.8 0.7 0.6
Cl 1.340986 -0.903457 0.010853 0.5 -0.8 0.6
H 0.196506 1.538034 2.219712 0.0 -1.2 -2.3
H 0.503111 0.925810 -1.179556 1.0 0.3 4.4
```
Forces are in eV/Å.

The charge is 0. The HOMO-LUMO gap is 8.42 eV.

The Mulliken scheme yields these atomic charges, measured in e:
1 C -0.2271
2 C 0.0702
3 S -0.1561
4 Cl -0.1280
5 Cl -0.1239
6 H 0.2650
7 H 0.2999



No. 3
# C2H2Cl3O2S

A gas-phase ion, C2H2Cl3O2S (charge -1) at a distorted geometry (ωB97M-V/def2-TZVPD, the OMol25 dataset).

XYZ file:
```
10
Properties=species:S:1:pos:R:3:forces:R:3
C -0.829822 -0.492367 0.062834 -0.3 0.7 1.0
C 0.642280 -0.394488 -0.127434 0.5 -0.5 0.6
O 0.345612 1.987137 1.202721 0.4 0.0 0.7
O 0.103372 1.943052 -1.188333 1.0 0.0 0.1
S 1.023130 1.645778 -0.053204 -1.5 -0.5 -0.7
Cl -1.551984 -2.119268 -0.116256 0.0 -0.7 0.6
Cl 1.328006 -1.435457 1.429392 -0.2 1.0 -1.7
Cl 1.229576 -1.048912 -1.645568 0.2 -0.1 0.2
H -0.808316 -0.068517 1.135263 -1.4 -0.7 -1.6
H -1.481854 -0.016957 -0.699415 1.2 0.8 0.9
```
Forces are in eV/Å.

The charge is -1. The HOMO-LUMO gap is 7.85 eV.

The Mulliken scheme yields these atomic charges, measured in e:
1 C -0.5734
2 C 0.1319
3 O -0.5743
4 O -0.5944
5 S 0.5827
6 Cl -0.2120
7 Cl -0.2645
8 Cl -0.1805
9 H 0.3695
10 H 0.3149



No. 4
# C2H2Cl4

2 unconnected molecules or ions with the total composition C2H2Cl4 at a distorted geometry (ωB97M-V/def2-TZVPD, the OMol25 dataset).

XYZ file:
```
8
Properties=species:S:1:pos:R:3:forces:R:3
C -1.362259 0.237466 0.492454 0.9 -0.3 -2.3
C 2.642676 -0.905938 -0.200419 0.6 0.1 0.8
Cl -0.698939 1.628366 -0.448214 0.7 -0.5 0.2
Cl -2.043748 -0.961658 -0.641630 0.1 0.2 0.5
Cl 1.587823 -1.322505 -1.429272 -0.4 0.2 -0.5
Cl 2.693419 0.792847 0.080255 -0.1 -0.3 -0.3
H -2.087693 0.788015 0.941740 -2.5 0.6 1.6
H -0.731277 -0.256594 1.205084 0.8 0.1 -0.1
```
Forces are in eV/Å.

The charge is 0. The HOMO-LUMO gap is 8.51 eV.

The Mulliken scheme yields these atomic charges, measured in e:
1 C -0.3202
2 C 0.0164
3 Cl -0.1465
4 Cl -0.1381
5 Cl 0.0130
6 Cl -0.0270
7 H 0.3069
8 H 0.2956



ΔE to the lowest compared entry with this formula, charge and spin, record by record: 46.6 146.0 56.4 287.7 kJ/mol
E, record by record: -1395.93810 -1395.90027 -2006.69553 -1918.05312 hartree